(1)
{"formula": "C10H13NS", "method": "ωB97M-V/def2-TZVPD", "largest_force_ev_per_a": 1.07, "e_homo_ev": -8.33, "total_energy_ha": -841.704416, "smiles": "CS[C@@H]1C=CN=CC1=C=C(C)C", "lumo_ha": 0.002, "homo_lumo_gap_ev": 8.4, "total_charge": 0, "e_above_lowest_ev": 0.825, "elements": ["C", "S", "C", "C", "C", "N", "C", "C", "C", "C", "C", "C", "H", "H", "H", "H", "H", "H", "H", "H", "H", "H", "H", "H", "H"], "positions_angstrom": [[-1.40404, -2.59696, 0.46534], [0.34535, -2.28003, 0.83637], [0.18650, -0.45817, 1.39933], [-0.63097, -0.45750, 2.63545], [-1.85681, 0.08068, 2.67004], [-2.45625, 0.72024, 1.60265], [-1.75448, 0.92256, 0.55664], [-0.37793, 0.50014, 0.37000], [0.35942, 0.99588, -0.60552], [1.26053, 1.09591, -1.53949], [1.25219, 0.13726, -2.70333], [2.33488, 2.14106, -1.56857], [-1.67267, -2.11632, -0.47379], [-2.01768, -2.20949, 1.27672], [-1.53138, -3.67185, 0.38587], [1.23549, -0.23951, 1.61052], [-0.21703, -0.95885, 3.49562], [-2.46702, 0.06794, 3.56306], [-2.22411, 1.46168, -0.25803], [1.23993, 0.68057, -3.64681], [2.15795, -0.46917, -2.66898], [0.39329, -0.52727, -2.65926], [3.29957, 1.64528, -1.68278], [2.20037, 2.81534, -2.41208], [2.34494, 2.72060, -0.64896]]}



(2)
{"formula": "C41H46N9O2P2Pt", "method": "ωB97M-V/def2-TZVPD", "largest_force_ev_per_a": 2.36, "e_homo_ev": [-9.41, -9.38], "total_energy_ha": -3035.089589, "lumo_ha": [-0.092, -0.097], "homo_lumo_gap_ev": [6.9, 6.8], "total_charge": 1, "e_above_lowest_ev": 2.363, "elements": ["Pt", "C", "N", "C", "C", "N", "C", "C", "N", "C", "C", "N", "C", "N", "C", "C", "C", "N", "C", "H", "H", "H", "H", "H", "H", "H", "H", "H", "H", "H", "H", "H", "H", "H", "H", "H", "H", "H", "H", "H", "H", "H", "H", "O", "P", "C", "P", "O", "C", "C", "C", "C", "C", "C", "C", "C", "C", "C", "C", "C", "C", "C", "C", "C", "C", "C", "C", "C", "C", "C", "C", "C", "H", "H", "H", "H", "H", "H", "H", "H", "H", "H", "H", "H", "H", "H", "H", "H", "H", "H", "H", "H", "H", "H", "N", "C", "C", "C", "N", "C", "N"], "positions_angstrom": [[0.43355, -0.97935, 0.31336], [0.50169, -2.12577, -2.65746], [-0.58782, -2.97049, -2.22796], [-1.09978, -3.92251, -3.20283], [-2.18307, -4.65202, -2.42449], [-1.87994, -4.32372, -1.02386], [-3.05286, -4.33806, -0.14448], [-0.94577, -3.30666, -0.98131], [-0.50280, -2.75036, 0.11304], [-0.64726, -3.44366, 1.39523], [0.55335, -3.18106, 2.27013], [0.67282, -1.74488, 2.46641], [1.12058, -1.20810, 3.56920], [1.11358, 0.15781, 3.79709], [1.24386, 1.10947, 2.71825], [1.82176, 0.47553, 5.02703], [1.81287, -0.84464, 5.77205], [1.63246, -1.80674, 4.69292], [1.82173, -3.21141, 5.00938], [0.18265, -1.58582, -3.55068], [1.39017, -2.71907, -2.89191], [0.76260, -1.39292, -1.89748], [-0.29898, -4.58669, -3.53894], [-1.49269, -3.39565, -4.07246], [-2.17176, -5.72892, -2.57832], [-3.17414, -4.27472, -2.68723], [-3.82418, -4.91814, -0.64559], [-3.43836, -3.32784, 0.02002], [-2.87141, -4.80934, 0.81374], [-0.70480, -4.52099, 1.24271], [-1.54711, -3.11246, 1.92212], [1.44840, -3.57736, 1.77798], [0.38858, -3.73711, 3.18409], [0.72827, 0.71884, 1.85204], [2.29338, 1.26750, 2.44474], [0.79195, 2.06310, 2.99454], [1.30832, 1.26808, 5.56986], [2.84240, 0.80855, 4.80875], [0.99864, -0.90992, 6.50044], [2.75272, -1.03488, 6.28760], [2.48472, -3.25811, 5.87153], [2.31208, -3.74229, 4.20097], [0.89167, -3.71786, 5.27748], [1.24605, 0.97756, -0.22333], [0.82665, 2.00293, -1.24783], [-0.92308, 2.46547, -1.15478], [-2.02381, 1.16959, -0.51446], [-1.52696, -0.22593, -0.81624], [-3.59617, 1.47196, -1.30584], [-3.71169, 1.08034, -2.64454], [-4.89276, 1.30221, -3.33040], [-5.96338, 1.91243, -2.68485], [-5.85435, 2.29636, -1.35680], [-4.67230, 2.07501, -0.66123], [-2.18363, 1.45420, 1.24694], [-2.19678, 2.72118, 1.83479], [-2.36113, 2.84858, 3.20518], [-2.50745, 1.71430, 3.99438], [-2.49891, 0.45269, 3.41579], [-2.34659, 0.32117, 2.04416], [1.72809, 3.51962, -1.01194], [1.28248, 4.72654, -1.54928], [2.04222, 5.87306, -1.38619], [3.24546, 5.81294, -0.69257], [3.69365, 4.61064, -0.16275], [2.93699, 3.45876, -0.31908], [1.19203, 1.42674, -2.90221], [2.33920, 0.64102, -3.02731], [2.78220, 0.25379, -4.28365], [2.07164, 0.63176, -5.41453], [0.93130, 1.41677, -5.29677], [0.49841, 1.82824, -4.04472], [-1.28023, 2.76747, -2.13948], [-1.00451, 3.33281, -0.50124], [-2.87968, 0.59019, -3.14009], [-4.98399, 0.99719, -4.36478], [-6.88717, 2.08543, -3.22131], [-6.69249, 2.76311, -0.85655], [-4.59889, 2.36640, 0.37951], [-2.08413, 3.61644, 1.23649], [-2.37030, 3.83089, 3.65815], [-2.62718, 1.81706, 5.06529], [-2.60274, -0.42989, 4.03318], [-2.32472, -0.66073, 1.58883], [0.35057, 4.77949, -2.10205], [1.70094, 6.81105, -1.80320], [3.83891, 6.70964, -0.57019], [4.63595, 4.56699, 0.36666], [3.28063, 2.51465, 0.08542], [2.89612, 0.35365, -2.14468], [3.68762, -0.33287, -4.37392], [2.41719, 0.32972, -6.39485], [0.39167, 1.72643, -6.18191], [-0.36959, 2.47362, -3.97726], [2.36880, -1.64398, -0.19211], [3.52676, -1.69067, -0.22544], [4.90993, -1.71260, -0.23344], [5.59739, -2.55839, 0.68167], [6.10793, -3.25422, 1.44653], [5.55787, -0.89242, -1.19986], [5.99791, -0.20577, -2.01699]]}



(3)
{"formula": "C3H7N3OS", "method": "ωB97M-V/def2-TZVPD", "largest_force_ev_per_a": 6.43, "e_homo_ev": -8.78, "total_energy_ha": -756.016969, "smiles": "[H]/N=C\\N=C(\\NS)OC", "lumo_ha": 0.005, "homo_lumo_gap_ev": 8.9, "total_charge": 0, "e_above_lowest_ev": 5.914, "elements": ["H", "N", "C", "N", "C", "N", "S", "O", "C", "H", "H", "H", "H", "H", "H"], "positions_angstrom": [[-3.14010, -2.35041, -0.55398], [-3.08170, -1.19636, -0.21879], [-1.96458, -0.43810, 0.04467], [-0.66407, -1.07508, -0.16670], [0.47259, -0.42494, 0.06686], [1.55502, -1.29897, 0.16040], [3.15684, -0.69487, -0.30153], [0.85945, 0.90398, 0.10647], [0.03957, 1.97895, -0.19019], [-2.00027, 0.76098, 0.52901], [1.29869, -2.20695, 0.20635], [3.99039, -1.02180, 1.07119], [-0.64683, 2.09179, 0.82506], [0.59712, 2.97804, -0.37039], [-0.47212, 1.99375, -1.20844]]}



(4)
{"formula": "C7H10", "method": "ωB97M-V/def2-TZVPD", "largest_force_ev_per_a": 0.56, "e_homo_ev": -8.20, "total_energy_ha": -272.514430, "lumo_ha": 0.033, "homo_lumo_gap_ev": 9.1, "total_charge": 0, "e_above_lowest_ev": 5.539, "elements": ["C", "C", "C", "C", "C", "C", "C", "H", "H", "H", "H", "H", "H", "H", "H", "H", "H"], "positions_angstrom": [[-1.54870, -0.03625, 0.53249], [-0.65089, -0.77195, -0.44775], [-0.56557, -0.19111, -1.88535], [0.82906, -0.64189, -0.47432], [1.32215, 0.71154, 0.03694], [1.61994, 0.35354, 1.43479], [1.82351, -0.02417, 2.55840], [-2.60478, -0.20329, 0.29510], [-1.36428, -0.40195, 1.54733], [-1.37462, 1.04387, 0.52517], [-0.94496, -1.82591, -0.51620], [-1.17873, -0.73445, -2.60641], [-0.74397, 0.88863, -1.93378], [0.48200, -0.41839, -2.19541], [0.62503, 1.56389, 0.02539], [2.24832, 1.02936, -0.45522], [2.02649, -0.34149, 3.55884]]}



(5)
{"formula": "C44H40B3BrF6O3", "method": "ωB97M-V/def2-TZVPD", "largest_force_ev_per_a": 0.95, "e_homo_ev": -8.86, "total_energy_ha": -5174.478419, "smiles": "Cc1ccccc1CB1OBOB(Br)O1.Fc1ccccc1.Fc1ccccc1.Fc1ccccc1.Fc1ccccc1.Fc1ccccc1.Fc1ccccc1", "lumo_ha": 0.021, "homo_lumo_gap_ev": 9.4, "total_charge": 0, "elements": ["C", "C", "C", "C", "C", "C", "C", "C", "B", "O", "B", "O", "B", "Br", "O", "H", "H", "H", "H", "H", "H", "H", "H", "H", "H", "F", "C", "C", "C", "C", "C", "C", "H", "H", "H", "H", "H", "F", "C", "C", "C", "C", "C", "C", "H", "H", "H", "H", "H", "F", "C", "C", "C", "C", "C", "C", "H", "H", "H", "H", "H", "F", "C", "C", "C", "C", "C", "C", "H", "H", "H", "H", "H", "F", "C", "C", "C", "C", "C", "C", "H", "H", "H", "H", "H", "F", "C", "C", "C", "C", "C", "C", "H", "H", "H", "H", "H"], "positions_angstrom": [[-1.39691, 1.44775, 3.93198], [-1.07410, 1.64452, 2.46786], [-0.07983, 0.83341, 1.91001], [0.23109, 0.90513, 0.55945], [-0.44844, 1.80377, -0.25814], [-1.41887, 2.62742, 0.28630], [-1.74059, 2.56194, 1.64796], [-2.85347, 3.45509, 2.17284], [-4.13860, 2.58098, 2.10037], [-4.87141, 2.18392, 3.21327], [-4.90436, 0.81418, 3.34889], [-4.88078, 0.02783, 2.20815], [-4.72897, 0.64855, 0.98957], [-4.82195, -0.42165, -0.60612], [-4.52744, 1.99277, 0.89073], [-1.88775, 0.47922, 4.07849], [-2.05882, 2.21380, 4.33597], [-0.48557, 1.44577, 4.53362], [0.43006, 0.13798, 2.56621], [0.98668, 0.25447, 0.13855], [-0.22489, 1.86393, -1.31635], [-1.95544, 3.33138, -0.33976], [-2.92052, 4.33406, 1.52736], [-2.65569, 3.80120, 3.18656], [-4.91087, 0.29626, 4.41590], [2.77883, -0.25006, 1.70359], [3.85905, -0.31451, 2.51604], [3.65378, -0.47430, 3.87167], [4.76501, -0.61860, 4.69054], [6.04457, -0.57361, 4.15391], [6.21730, -0.38639, 2.78957], [5.11739, -0.25970, 1.95316], [2.64875, -0.50089, 4.26818], [4.62723, -0.75608, 5.75463], [6.90624, -0.67972, 4.79880], [7.21345, -0.34688, 2.36954], [5.22539, -0.13564, 0.88406], [0.52964, -1.22783, 4.91345], [-0.26159, -1.97735, 4.10755], [-1.53377, -2.29929, 4.53091], [-2.34520, -3.02736, 3.67092], [-1.88015, -3.40803, 2.41943], [-0.59467, -3.06464, 2.02246], [0.23048, -2.34597, 2.87413], [-1.87614, -1.98159, 5.50665], [-3.34974, -3.28562, 3.97816], [-2.52224, -3.96313, 1.74894], [-0.23391, -3.33051, 1.04046], [1.22920, -2.04938, 2.58066], [-0.90989, 5.59006, 0.07355], [0.24745, 6.09520, 0.55311], [0.52829, 7.43169, 0.36033], [1.72127, 7.93135, 0.86389], [2.60348, 7.09807, 1.53773], [2.29232, 5.75620, 1.71321], [1.10205, 5.24082, 1.22109], [-0.17320, 8.05929, -0.17212], [1.96027, 8.97765, 0.72802], [3.53226, 7.49416, 1.92541], [2.97924, 5.10329, 2.23516], [0.83160, 4.19961, 1.34609], [-0.12637, -3.91711, -1.01480], [-0.35403, -3.35511, -2.22840], [-0.98862, -2.13193, -2.27802], [-1.20912, -1.55843, -3.52203], [-0.79922, -2.21018, -4.67829], [-0.15705, -3.43853, -4.59375], [0.07110, -4.02201, -3.35561], [-1.30198, -1.64565, -1.36323], [-1.70131, -0.59762, -3.58613], [-0.97811, -1.75664, -5.64410], [0.17047, -3.94546, -5.49142], [0.57487, -4.97390, -3.26178], [6.07249, -5.63608, -3.53171], [5.25654, -4.89608, -2.75219], [5.70268, -3.67191, -2.29703], [4.85669, -2.91541, -1.49834], [3.59527, -3.38840, -1.16549], [3.17523, -4.62503, -1.63545], [4.00654, -5.39124, -2.43969], [6.69146, -3.32663, -2.56625], [5.18678, -1.95103, -1.13532], [2.93959, -2.79507, -0.54167], [2.19405, -4.99399, -1.36984], [3.69932, -6.35511, -2.82244], [-2.88310, 1.37921, -4.43172], [-3.63070, 0.70942, -5.33590], [-4.87914, 0.25737, -4.96101], [-5.63908, -0.43082, -5.89559], [-5.14535, -0.65952, -7.17272], [-3.88423, -0.19533, -7.51990], [-3.11367, 0.49899, -6.59804], [-5.23943, 0.44239, -3.95808], [-6.62211, -0.78977, -5.62195], [-5.74236, -1.19862, -7.89552], [-3.49472, -0.37369, -8.51330], [-2.13004, 0.87487, -6.84592]]}